52
Properties=species:S:1:pos:R:3:lowdin_charge:R:1 method="wB97M-V/def2-TZVPD" homo_lumo_gap_ev=7.7 homo_energy_ev=-7.57
S -3.1041 0.5117 0.5692 1.213
F 3.5874 1.8642 -1.4109 0.008
O -6.8450 -0.2573 0.4434 -0.049
O -0.6580 0.8919 1.4812 -0.041
N -6.0267 1.8030 0.0258 -0.133
N 3.9946 -0.6432 -0.4071 -0.016
N 1.4351 -1.6579 0.3740 -0.162
N -1.0373 -1.2061 0.4652 0.113
N -3.0674 -1.9549 -0.3752 0.151
C -5.0034 2.5601 -0.4277 -0.208
C -5.3631 -2.2007 -1.0584 -0.040
C 6.4810 2.4370 0.4780 -0.085
C -2.4048 -0.9767 0.2909 -0.545
C -4.2322 -1.3563 -0.4924 -0.376
C 4.6443 1.3029 -0.6486 -0.075
C 4.9343 0.2766 -0.0252 -0.272
C 2.6175 -2.6031 0.9406 -0.033
C 6.8259 1.2413 1.0988 -0.061
C 5.5046 2.7325 -0.5095 0.175
C -5.8433 0.5300 0.1978 -0.413
C -7.2514 2.7943 0.3049 0.089
C -4.4307 -0.0090 0.0166 -0.523
C -0.1000 -0.1166 0.9157 -0.297
C 1.1920 -0.6797 1.0490 -0.365
C 4.0007 -1.8840 0.6253 -0.051
C 3.2724 -1.1027 -1.2291 -0.415
C 1.8170 -1.1731 -1.0859 -0.053
C 5.9701 0.3049 0.7894 -0.068
H -0.5499 -1.9285 -0.0274 0.111
H -5.3805 3.4882 -1.3358 0.167
H -7.6193 2.8254 -0.7335 0.108
H 7.6677 1.2263 1.7133 0.106
H 4.6563 -2.5351 0.8780 0.013
H 1.4871 -0.3893 -1.2979 -0.011
H -7.8634 1.9759 0.7768 0.103
H 2.6750 -3.3973 -0.0298 0.168
H 1.2862 -1.9428 -1.9211 0.197
H -7.0924 3.5049 0.8835 -0.006
H 6.1476 -0.7532 1.2269 0.151
H -5.3458 -2.0342 -2.2767 0.123
H -4.2284 2.0311 -1.2308 0.130
H -6.5330 -1.8578 -0.7399 0.138
H -4.3592 3.1874 0.0866 0.039
H 1.4705 -1.1881 2.2046 0.226
H 1.9669 0.0985 1.0818 0.143
H -5.1880 -3.1950 -0.9600 0.006
H 5.2030 3.4211 -0.9934 -0.018
H 3.6914 -2.2491 -1.7423 0.185
H 4.1565 -1.5389 1.9578 0.194
H 7.1912 3.1917 0.4861 0.073
H 3.4266 -0.4466 -2.1366 0.161
H 2.2245 -2.9239 1.7341 0.023


48
Properties=species:S:1:pos:R:3:lowdin_charge:R:1 method="wB97M-V/def2-TZVPD" homo_lumo_gap_ev=8.7 smiles=CN(CCOc1ccccc1)C[C@@H](O)COCc1ccccc1F homo_energy_ev=-8.02
F 2.3922 3.0773 -0.7827 -0.015
O -1.2601 0.9047 -1.2482 -0.167
O -4.6945 1.7987 -0.2869 -0.019
O -0.1737 -2.7080 -0.3810 -0.007
N -2.3444 -1.0342 0.7720 -0.183
C 1.0023 -2.1797 -0.4585 -0.254
C 1.2514 0.4483 2.1278 -0.085
C -2.1997 -1.5327 2.1946 -0.041
C 2.7817 -1.0808 -1.8641 -0.181
C 1.9232 -2.4248 0.6531 0.078
C -2.1843 1.7557 -0.4939 -0.186
C -2.3934 -2.0005 -0.2433 -0.231
C -3.5360 0.9780 -0.4264 -0.384
C 1.3810 -1.2772 -1.6778 0.025
C 3.6254 -1.1877 -0.9491 -0.210
C 2.0468 2.1250 0.2340 -0.202
C 3.2871 -1.8388 0.1919 -0.046
C 0.7244 1.4625 0.1143 -0.097
C 0.4010 0.4777 0.9702 -0.010
C 0.0132 1.9030 -1.2689 0.026
C -3.6514 -0.1004 0.6287 -0.136
C 2.8364 2.0835 1.2108 -0.010
C 2.3861 1.0617 2.1179 -0.105
C -1.2146 -2.1402 -1.0789 -0.223
H -1.9867 -0.8088 2.8310 0.022
H 0.9465 -0.0848 2.9071 0.069
H -5.4487 1.4056 -0.6692 0.072
H 4.7106 -0.7707 -0.9474 0.153
H -1.0627 -1.2553 -1.3675 0.021
H 3.0672 0.9347 2.9397 0.108
H -4.7016 -0.5209 0.8429 0.142
H 3.7555 2.5313 1.6008 0.139
H -0.2682 2.9524 -1.2918 0.120
H -0.5322 -0.0087 0.8778 0.073
H -1.4201 -2.8525 -1.8188 0.136
H 0.6298 -1.2436 -2.6029 0.149
H 3.0480 -0.7297 -2.8899 0.127
H -2.6675 2.7708 -0.7043 0.151
H -2.0249 1.8768 0.5710 0.117
H 4.0234 -2.0327 0.9711 0.090
H -2.7084 -3.0200 0.3851 0.175
H 1.6386 -2.8289 1.5192 0.048
H -3.5735 0.1483 -1.3947 0.186
H -1.2282 -2.3041 2.1161 0.149
H 0.6017 1.2710 -1.9428 0.106
H -3.6925 0.5774 1.5534 0.127
H -3.2901 -1.8323 -0.9608 0.144
H -2.9334 -2.1929 2.4905 0.043


45
Properties=species:S:1:pos:R:3:lowdin_charge:R:1 method="wB97M-V/def2-TZVPD" homo_lumo_gap_ev="5.8 / 5.0" spin_multiplicity=6 s_squared=8.786 total_charge=+1 homo_energy_ev="-8.73 / -11.92"
Ir -0.4692 -0.8560 -0.2885 1.424
N -0.1721 1.5369 1.2166 0.063
C -2.5589 0.6349 -0.7131 -0.093
C -1.2842 0.5974 -1.4048 -0.352
C -2.5742 -1.3004 -1.9592 -0.085
C 2.6218 -0.5042 0.0338 -0.094
C -2.0072 -2.2673 1.0943 -0.075
C -1.2010 -1.4061 1.9007 -0.130
C 1.8484 -1.7479 -2.0234 -0.095
C -0.3834 2.7506 0.6928 -0.149
C 0.2224 -2.6800 0.5504 -0.212
C 0.1787 -1.6664 1.5897 -0.246
C -3.3219 -0.5011 -1.0754 -0.069
C 0.8619 2.5932 3.1171 -0.030
C -1.2881 -0.6827 -2.1975 -0.254
C 1.7185 0.7621 -1.8808 -0.100
C 1.6687 -0.5366 -1.1284 -0.506
C 0.3910 1.4703 2.4262 -0.158
C -1.1505 -2.9735 0.1942 -0.154
C 0.6881 3.8548 2.5446 -0.068
C 0.0454 3.9331 1.3141 -0.024
H 1.0486 -1.2797 2.1259 0.106
H 2.7646 0.9161 -2.1682 0.102
H -4.3431 -0.6841 -0.7615 0.122
H 2.5133 -1.4635 -2.8478 0.097
H 1.1136 0.7502 -2.7930 0.085
H 0.4886 0.4781 2.8930 0.090
H 2.7024 -1.4637 0.5526 0.075
H -3.0801 -2.3500 1.1477 0.122
H -0.6791 1.4451 -1.7078 0.085
H 2.2968 -2.5872 -1.4849 0.076
H -0.6080 -0.8566 -3.0341 0.107
H -0.1411 4.8674 0.8021 0.118
H 0.9009 -2.0921 -2.4590 0.060
H 3.6042 -0.2422 -0.3684 0.101
H 1.4129 1.6045 -1.2526 0.070
H 1.0485 4.7492 3.0551 0.124
H -1.5583 -0.7057 2.6433 0.116
H -1.4509 -3.6628 -0.5906 0.124
H 1.1089 -3.1672 0.1521 0.111
H 1.3521 2.4300 4.0788 0.121
H -2.8614 1.4517 -0.0562 0.113
H -0.9066 2.8059 -0.2557 0.089
H 2.3329 0.2658 0.7618 0.071
H -2.8941 -2.2201 -2.4358 0.122


52
Properties=species:S:1:pos:R:3:lowdin_charge:R:1 method="wB97M-V/def2-TZVPD" homo_lumo_gap_ev="6.8 / 6.9" homo_energy_ev="-8.29 / -8.34"
Ir -0.4086 0.6456 -0.4769 1.183
S -1.9389 0.6457 2.0441 0.892
S -2.6097 -0.9264 -0.8912 0.880
S 0.0451 -2.0131 1.0220 0.872
O 0.2272 -0.8498 -2.1392 -0.160
O -3.5550 3.4931 -1.4119 0.071
O 0.9812 -0.9478 -4.2335 0.076
O -2.2313 2.0465 -0.3652 -0.234
N -0.9423 1.4389 -2.5238 0.037
C 4.7303 1.6053 1.3907 -0.050
C -2.0382 3.0478 -3.8580 0.024
C -0.7851 -0.2504 3.1452 -0.507
C 0.3905 -0.4121 -3.3164 -0.614
C -3.8387 -0.6694 0.4393 -0.472
C 3.6497 -0.0683 2.9208 -0.052
C 1.3431 0.9238 0.5185 -0.223
C 2.4657 0.7274 0.9505 -0.155
C -1.7976 2.4426 -2.6349 -0.154
C -0.3546 -1.6667 2.7824 -0.491
C 4.3534 -0.7540 0.6128 -0.044
C -2.6075 2.7313 -1.3559 -0.623
C -1.3629 2.5678 -4.9721 -0.023
C -2.0207 -2.6527 -0.7705 -0.488
C -0.3542 0.9131 -3.5864 -0.152
C 3.7931 0.3933 1.4639 -0.634
C -1.3618 -3.0952 0.5236 -0.482
C -3.3366 -0.5386 1.8690 -0.460
C -0.5342 1.4610 -4.8480 0.024
H 0.0792 0.4117 3.1422 0.056
H -2.0717 -3.1636 1.3457 0.063
H 4.5592 -0.4056 -0.3957 0.087
H -1.0915 -2.4055 3.0931 0.067
H 3.6310 -1.5648 0.5551 0.080
H 4.2813 2.4763 1.8641 0.085
H -2.7426 3.8640 -3.9089 0.124
H -4.2919 0.2747 0.1335 0.075
H 0.5758 -1.8731 3.3138 0.064
H 4.6225 -0.3519 3.3161 0.082
H 2.9872 -0.9280 2.9831 0.071
H -4.5821 -1.4646 0.3659 0.088
H -2.8565 -3.3104 -1.0145 0.085
H -1.2820 -2.6928 -1.5742 0.065
H 5.2771 -1.1303 1.0491 0.084
H 5.6710 1.3813 1.8919 0.082
H -0.9221 -4.0833 0.3675 0.078
H -1.5057 3.0291 -5.9386 0.113
H -1.2252 -0.2600 4.1420 0.079
H -4.1457 -0.1375 2.4818 0.082
H -0.0360 1.0045 -5.6897 0.124
H 3.2443 0.7272 3.5409 0.085
H 4.9472 1.8550 0.3550 0.084
H -3.0245 -1.4909 2.2822 0.055


Calculated total energy: -45168.0100; -30431.2803; -24405.5860; -65113.8944 (eV)
M: 405.5; 333.4; 458.6; 618.8 (g mol⁻¹)